Here is a molecular structure, C6H10O from OMol25. Energies are from the ωB97M-V functional and the def2-TZVPD basis.

CARTESIAN COORDINATES (ANGSTROEM)
O -1.057 1.842 0.384
C -0.502 1.225 -0.624
C 0.779 0.556 -0.380
C 0.915 -0.278 0.842
C 0.164 -1.609 0.574
C -0.992 -1.356 -0.343
C -1.194 -0.191 -0.951
H 0.436 2.427 0.701
H -0.479 1.747 -1.603
H 1.219 2.267 0.516
H 1.431 0.332 -1.228
H 0.441 0.249 1.674
H 1.965 -0.475 1.074
H 0.833 -2.339 0.097
H -0.162 -2.052 1.521
H -1.666 -2.183 -0.555
H -1.990 -0.061 -1.677

Atoms 1-3, force components in eV/Å:
0.037 0.107 -0.003
0.259 0.003 -0.129
-0.157 -0.081 0.049

Results
LUMO energy ... -0.017 hartree
Energy ... -309.668924 a.u.
Frontier orbital gap ... 8.2 eV
Energy above the lowest of the compared OMol25 structures with the same formula, charge and spin ... 108.8 kcal/mol
Total charge ... 0

Here are the Mulliken charges for atoms 1 to 4, given in e:
1 O -0.717
2 C 0.555
3 C -0.778
4 C -0.384


Here is a molecular structure, C12H19AlO7 in a non-equilibrium geometry from OMol25. Energies are from the ωB97M-V functional and the def2-TZVPD basis.

CARTESIAN COORDINATES (ANGSTROEM)
Al 2.572 5.176 -0.976
O 1.206 1.834 0.568
H 0.896 0.943 0.316
O 3.203 -2.929 -5.451
C 3.686 -2.474 -4.437
O 4.798 -1.684 -4.514
C 5.107 -1.147 -3.244
C 4.295 -1.955 -2.236
C 3.472 -2.942 -2.985
H 4.925 -0.097 -3.013
H 6.188 -1.128 -3.105
H 3.600 -1.333 -1.671
H 5.030 -2.432 -1.588
H 2.424 -2.881 -2.692
H 3.760 -3.991 -3.058
O -1.912 4.955 0.186
C -3.057 4.456 0.249
O -4.123 5.235 0.485
C -5.247 4.490 0.822
C -4.835 3.116 0.431
C -3.397 3.025 0.173
H -6.077 4.806 0.191
H -5.687 4.724 1.791
H -5.451 2.924 -0.447
H -5.103 2.519 1.303
H -3.090 2.714 -0.826
H -3.007 2.471 1.027
O -2.860 -1.835 2.017
C -1.647 -1.965 2.333
O -0.736 -2.034 1.313
C 0.541 -2.361 1.849
C 0.343 -2.984 3.211
C -0.862 -2.169 3.589
H 1.016 -1.409 2.083
H 1.071 -2.875 1.047
H 1.209 -2.791 3.845
H 0.061 -4.029 3.080
H -0.696 -1.254 4.157
H -1.615 -2.692 4.178

Atoms 1-3, force components in eV/Å:
-0.101 0.036 0.076
-0.056 -0.064 -0.094
-0.011 0.058 0.016

Results
LUMO energy ... -0.479 hartree
Energy ... -1236.788720 a.u.
Frontier orbital gap ... 1.8 eV
Energy above the lowest of the compared OMol25 structures with the same formula, charge and spin ... 94.8 kcal/mol
Total charge ... +2

Here are the Mulliken charges for atoms 1 to 4, given in e:
1 Al 0.998
2 O -0.338
3 H 0.341
4 O -0.407


Here is a single C7H8ClN3 molecule in a non-equilibrium geometry from OMol25. Energies are from the ωB97M-V functional and the def2-TZVPD basis.

CARTESIAN COORDINATES (ANGSTROEM)
C 1.938 0.677 0.996
C 2.818 -0.336 1.009
C 0.998 0.751 0.011
C 2.895 -1.291 -0.030
C 0.796 -0.250 -0.919
C 1.838 -1.262 -0.857
C -3.116 0.441 0.241
N -0.221 -0.083 -1.817
N -1.382 0.293 -1.331
N -1.790 -0.039 -0.146
Cl -1.838 -2.009 0.186
H 2.057 1.503 1.841
H 3.467 -0.419 1.829
H 0.448 1.734 -0.089
H 3.564 -2.074 0.094
H -3.868 -0.114 -0.185
H -3.138 0.435 1.254
H -3.409 1.479 -0.093
H -2.055 0.563 -1.994

Atoms 1-3, force components in eV/Å:
0.372 2.641 2.435
1.048 -1.093 -0.455
-1.266 2.442 -0.161

Results
LUMO energy (alpha / beta) ... -0.046 / -0.011 hartree
Energy ... -895.728957 a.u.
Frontier orbital gap (alpha / beta) ... 7.3 / 7.6 eV
Energy above the lowest of the compared OMol25 structures with the same formula, charge and spin ... 141.0 kcal/mol
Total charge ... 0

Here are the Mulliken charges for atoms 1 to 4, given in e:
1 C -0.604
2 C -0.140
3 C 0.438
4 C -0.634


Here is a gas-phase ion, C3HO4 (charge -1) in a non-equilibrium geometry from OMol25. Energies are from the ωB97M-V functional and the def2-TZVPD basis.

CARTESIAN COORDINATES (ANGSTROEM)
C -0.035 0.031 -0.254
C -0.106 -1.049 -1.106
C -0.499 -0.264 -2.481
O -0.102 -2.301 -0.913
O -0.728 -0.681 -3.588
O -0.332 1.293 -0.850
O -0.690 1.088 -2.208
H 0.430 0.002 0.750

Atoms 1-3, force components in eV/Å:
-0.049 2.806 3.554
-1.862 0.244 -6.332
1.511 -3.507 3.732

Results
Spin multiplicity ... 3
LUMO energy (alpha / beta) ... 0.155 / 0.131 hartree
Energy ... -415.712003 a.u.
Frontier orbital gap (alpha / beta) ... 4.2 / 7.9 eV
Energy above the lowest of the compared OMol25 structures with the same formula, charge and spin ... 64.8 kcal/mol
Total charge ... -1

Here are the Mulliken charges for atoms 1 to 4, given in e:
1 C -0.386
2 C 0.440
3 C 0.255
4 O -0.652


Here is a molecular structure, CH3NOS2 in a non-equilibrium geometry from OMol25. Energies are from the ωB97M-V functional and the def2-TZVPD basis.

CARTESIAN COORDINATES (ANGSTROEM)
C 0.205 -0.416 0.152
N -1.025 0.386 -0.089
O -2.819 -1.639 -1.774
S -0.040 -1.964 -0.823
S -2.119 -1.529 -0.557
H 1.079 0.197 -0.037
H 0.135 -0.611 1.276
H -0.964 0.815 -1.030

Atoms 1-3, force components in eV/Å:
-1.900 0.432 1.834
-1.048 -2.119 -1.116
-1.271 -0.081 -2.559

Results
LUMO energy (alpha / beta) ... -0.028 / -0.028 hartree
Energy ... -966.172056 a.u.
Frontier orbital gap (alpha / beta) ... 8.3 / 8.3 eV
Energy above the lowest of the compared OMol25 structures with the same formula, charge and spin ... 48.2 kcal/mol
Total charge ... 0

Here are the Mulliken charges for atoms 1 to 4, given in e:
1 C -0.238
2 N -0.642
3 O -0.387
4 S -0.143


Here is a molecular structure, C3H7AsNOReS7Sb in a non-equilibrium geometry from OMol25. Energies are from the ωB97M-V functional and the def2-TZVPD basis.

CARTESIAN COORDINATES (ANGSTROEM)
Re -0.216 -2.700 0.070
S 2.390 -2.628 0.825
Sb 1.179 -0.624 1.631
S -0.678 -1.805 2.317
S 1.765 -2.502 -1.134
S -0.762 -5.283 -2.955
As -2.067 -4.541 -1.498
S -1.710 -2.208 -1.441
S -0.739 -4.818 0.501
S -4.087 -5.022 -1.246
C -0.435 3.734 0.736
N 0.349 2.518 0.265
C 1.691 2.745 -0.103
C -0.249 1.343 0.160
O 0.371 0.245 -0.237
H -0.789 3.528 1.738
H -1.148 3.911 -0.021
H 0.330 4.511 0.704
H 1.679 3.678 -0.737
H 2.050 1.971 -0.806
H 2.341 2.802 0.755
H -1.265 1.145 0.477

Atoms 1-3, force components in eV/Å:
1.191 0.639 1.457
-0.363 -0.507 -0.007
1.285 1.194 0.522

Results
Spin multiplicity ... 2
LUMO energy (alpha / beta) ... -0.335 / -0.359 hartree
Energy ... -5589.510351 a.u.
Frontier orbital gap (alpha / beta) ... 6.0 / 5.1 eV
Total charge ... +2

Here are the Mulliken charges for atoms 1 to 4, given in e:
1 Re 0.610
2 S -0.081
3 Sb 0.832
4 S -0.337